Entry 1:
This record from the Open Molecules 2025 dataset describes C6H10N2 as an isolated structure in a non-equilibrium geometry. The level of theory is ωB97M-V/def2-TZVPD.

Properties
relative energy (zero: lowest compared OMol25 entry of this formula, charge and spin) = 6.834 eV
electronic energy = -9357.6028 eV
total charge = 0
strongest force on any atom = 0.1136 Eh/bohr
HOMO energy = -0.3205 hartree
multiplicity = 1
HOMO-LUMO gap = 0.349 Eh

XYZ file:
```
18
Properties=species:S:1:pos:R:3:forces:R:3
C -0.569819 -0.210892 -1.652309 3.39 -3.10 -0.56
C 0.121844 -0.114114 -0.343322 -2.17 -1.05 2.40
C 0.359945 1.131773 0.503229 -2.30 5.33 0.62
C 0.151937 0.169635 1.651091 1.92 -0.24 1.51
C 1.331372 -0.747315 1.352311 2.80 -0.46 3.70
C 1.321838 -0.998184 0.061631 -1.00 0.46 -0.75
H -1.050035 1.840307 -1.447895 -1.13 -3.31 -1.95
H -2.620232 0.536162 -1.909135 5.27 2.13 -0.43
H -1.173018 -1.151432 -1.697304 0.28 0.86 0.37
H 0.403171 -0.631099 -2.223863 -1.94 1.63 -0.54
H -0.740826 1.617209 0.597193 2.59 0.07 -0.84
H 1.159797 1.990948 0.472395 -1.10 -2.18 -0.30
H 0.081747 0.348375 2.779436 -0.44 0.37 -1.73
H -0.936357 -1.422101 1.169000 -0.36 2.12 -1.46
H 2.079626 -0.854168 2.259667 -1.27 -0.54 -2.37
H 1.876663 -1.521924 -0.696789 0.48 -0.18 0.40
N -1.272629 0.917039 -2.095325 -4.91 2.04 1.17
N -0.924975 -0.365278 0.846970 -0.11 -3.93 0.76
```
Positions in Å, forces in eV/Å.

Atom charges from the natural (NBO) analysis, given in e for atoms 1 to 4: -0.244, 0.079, -0.420, -0.129

***

Entry 2:
This record from the Open Molecules 2025 dataset describes C5H11N2O2S as an isolated structure in a non-equilibrium geometry. The level of theory is ωB97M-V/def2-TZVPD.

Properties
relative energy (zero: lowest compared OMol25 entry of this formula, charge and spin) = 0.696 eV
electronic energy = -23265.8962 eV
total charge = +1
strongest force on any atom = 0.0916 Eh/bohr
HOMO energy = -0.5176 hartree
multiplicity = 1
HOMO-LUMO gap = 0.392 Eh

XYZ file:
```
21
Properties=species:S:1:pos:R:3:forces:R:3
C 1.890130 -0.749318 -0.111859 0.43 0.34 -0.36
C 0.416305 -1.050056 0.210738 -0.12 -1.18 0.99
C 0.424381 1.713691 0.082636 2.18 -3.72 1.88
C -0.033884 -2.543316 -0.051509 0.85 2.17 -2.49
C -1.766802 0.083256 0.227979 -1.56 -2.01 -2.65
N 0.066165 2.439720 -0.960072 -0.17 1.76 -2.08
N -0.405034 0.081276 -0.238624 2.11 1.45 -1.98
O 2.795797 -1.492175 -0.344522 -1.21 0.46 0.34
O -0.055194 2.130568 1.238596 -1.38 1.16 -1.07
S 2.206014 1.070101 -0.059302 -0.90 -0.23 0.39
H 0.410792 -1.026237 1.322425 -0.02 0.43 -0.39
H -0.655474 -2.758267 -0.913302 -0.13 0.73 -0.54
H -0.575475 -2.952211 0.719409 -0.70 -0.82 2.22
H 0.878297 -3.032250 -0.292255 0.76 -0.90 0.36
H -1.799253 0.110293 1.274412 0.05 0.01 1.53
H -2.267209 0.949425 -0.195343 -0.18 -0.03 0.05
H -2.282210 -0.907099 -0.163024 0.82 2.09 0.87
H 0.021992 3.433156 -0.692172 -0.28 -0.50 -0.81
H 0.595623 2.185128 -1.827164 -0.69 1.03 1.13
H -0.258116 0.337662 -1.275495 -1.07 -1.63 1.75
H 0.393159 1.976663 2.048439 1.22 -0.60 0.87
```
Positions in Å, forces in eV/Å.

Atom charges from the natural (NBO) analysis, given in e for atoms 1 to 4: 0.462, -0.173, 0.553, -0.623

***

Entry 3:
This record from the Open Molecules 2025 dataset describes an isolated ion of composition C2H3N4S and charge +1 in a non-equilibrium geometry. The level of theory is ωB97M-V/def2-TZVPD.

Properties
relative energy (zero: lowest compared OMol25 entry of this formula, charge and spin) = 2.888 eV
electronic energy = -18905.3048 eV
total charge = +1
strongest force on any atom = 0.0577 Eh/bohr
HOMO energy (spin up / spin down) = -0.4904 / -0.5047 hartree
multiplicity = 1
HOMO-LUMO gap (spin up / spin down) = 0.253 / 0.270 Eh

XYZ file:
```
10
Properties=species:S:1:pos:R:3:forces:R:3
C 1.920210 -0.114630 0.307035 0.99 0.68 -1.84
C -0.904706 -0.180290 -0.606211 -0.25 -2.45 -0.73
N 1.522532 1.069422 0.204196 -1.09 -0.71 1.41
N 0.413352 1.728582 0.088330 -0.04 -0.28 -0.61
N -0.708402 1.121744 -0.304198 1.92 0.85 2.09
N -1.271584 -1.152757 0.193024 1.04 1.58 -1.33
S 2.895588 -1.240476 -0.080232 -0.41 -0.41 0.82
H -1.111161 1.902820 -0.781734 -1.72 0.02 -0.61
H -1.224702 -2.114802 -0.178506 -0.30 0.77 0.26
H -1.531128 -1.019609 1.158300 -0.12 -0.05 0.54
```
Positions in Å, forces in eV/Å.

Atom charges from the natural (NBO) analysis, given in e for atoms 1 to 4: 0.107, 0.372, -0.289, 0.083

***

Please write out number 3 again, unchanged.
This record from the Open Molecules 2025 dataset describes an isolated ion of composition C2H3N4S and charge +1 in a non-equilibrium geometry. The level of theory is ωB97M-V/def2-TZVPD.

Properties
relative energy (zero: lowest compared OMol25 entry of this formula, charge and spin) = 2.888 eV
electronic energy = -18905.3048 eV
total charge = +1
strongest force on any atom = 0.0577 Eh/bohr
HOMO energy (spin up / spin down) = -0.4904 / -0.5047 hartree
multiplicity = 1
HOMO-LUMO gap (spin up / spin down) = 0.253 / 0.270 Eh

XYZ file:
```
10
Properties=species:S:1:pos:R:3:forces:R:3
C 1.920210 -0.114630 0.307035 0.99 0.68 -1.84
C -0.904706 -0.180290 -0.606211 -0.25 -2.45 -0.73
N 1.522532 1.069422 0.204196 -1.09 -0.71 1.41
N 0.413352 1.728582 0.088330 -0.04 -0.28 -0.61
N -0.708402 1.121744 -0.304198 1.92 0.85 2.09
N -1.271584 -1.152757 0.193024 1.04 1.58 -1.33
S 2.895588 -1.240476 -0.080232 -0.41 -0.41 0.82
H -1.111161 1.902820 -0.781734 -1.72 0.02 -0.61
H -1.224702 -2.114802 -0.178506 -0.30 0.77 0.26
H -1.531128 -1.019609 1.158300 -0.12 -0.05 0.54
```
Positions in Å, forces in eV/Å.

Atom charges from the natural (NBO) analysis, given in e for atoms 1 to 4: 0.107, 0.372, -0.289, 0.083

***

Question: What is the total charge in the first record?
Answer: 0